Formula: C7H8Cl2Si
Source: the Open Molecules 2025 dataset
Level of theory: ωB97M-V/def2-TZVPD

```
18
C7H8Cl2Si (ωB97M-V/def2-TZVPD)
Cl 3.143 -3.694 -0.535
Cl 1.197 -3.549 -3.158
Si 2.149 -2.379 -1.852
C 0.269 0.717 0.432
C 0.170 -0.685 -0.111
C -0.975 -0.973 0.474
C -1.706 1.619 0.232
C 0.005 0.559 1.886
C -1.205 0.375 1.049
C -0.285 1.911 -0.371
H -1.739 -1.767 0.304
H 3.070 -1.230 -2.204
H -2.525 1.287 -0.464
H 0.181 2.894 -0.049
H 0.039 1.369 2.590
H -1.944 2.444 0.908
H 0.374 -0.411 2.256
H -0.219 1.512 -1.387
```

Total energy = -40305.54368 eV
E_HOMO (spin up / spin down) = -7.351 / -7.047 eV
Strongest force on any atom = 4.26 eV/Å
E_LUMO (spin up / spin down) = -0.345 / -0.345 eV
Energy relative to the best compared isomer or geometry (same formula, charge and spin) = 213.8 kcal/mol

Which charges does Löwdin predict for the atoms? In e, they are: atom 1 (Cl): 0.108, atom 2 (Cl): 0.226, atom 3 (Si): -0.156, atom 4 (C): -0.282, atom 5 (C): -0.011, atom 6 (C): -0.111, atom 7 (C): -0.087, atom 8 (C): -0.050, atom 9 (C): -0.246, atom 10 (C): -0.093, atom 11 (H): 0.108, atom 12 (H): -0.095, atom 13 (H): 0.126, atom 14 (H): 0.126, atom 15 (H): 0.105, atom 16 (H): 0.101, atom 17 (H): 0.124, atom 18 (H): 0.107


Formula: C7H8FNO2
Source: the Open Molecules 2025 dataset
Level of theory: ωB97M-V/def2-TZVPD

```
19
C7H8FNO2 (ωB97M-V/def2-TZVPD)
F -1.395 0.810 -0.582
O 1.354 -2.092 1.393
O -0.644 -2.252 2.115
N 0.205 -1.751 1.451
C 1.412 0.580 0.624
C 2.482 0.103 -0.309
C 1.211 1.599 1.364
C -3.276 -1.218 -0.935
C -0.074 -0.544 0.753
C -1.267 -0.293 0.143
C -2.439 -1.152 0.128
H 3.274 -0.367 0.299
H 2.095 -0.625 -0.994
H -3.110 -0.694 -1.912
H 0.399 1.752 1.980
H -2.564 -1.839 0.918
H 2.022 2.374 1.452
H -4.280 -1.731 -0.637
H 3.141 0.816 -0.918
```

SMILES = C=C/C(F)=C(/C(=C)C)[N+](=O)[O-]
Total energy = -15684.54755 eV
E_HOMO = -9.508 eV
Strongest force on any atom = 5.84 eV/Å
E_LUMO = -0.471 eV
Energy relative to the best compared isomer or geometry (same formula, charge and spin) = 88.8 kcal/mol

Which charges does Löwdin predict for the atoms? In e, they are: atom 1 (F): 0.101, atom 2 (O): 0.092, atom 3 (O): 0.096, atom 4 (N): -0.414, atom 5 (C): -0.203, atom 6 (C): -0.078, atom 7 (C): 0.020, atom 8 (C): 0.049, atom 9 (C): 0.032, atom 10 (C): -0.249, atom 11 (C): -0.108, atom 12 (H): 0.082, atom 13 (H): 0.065, atom 14 (H): 0.083, atom 15 (H): 0.047, atom 16 (H): 0.081, atom 17 (H): 0.098, atom 18 (H): 0.100, atom 19 (H): 0.106


Formula: C7H8N
Source: the Open Molecules 2025 dataset
Level of theory: ωB97M-V/def2-TZVPD

```
16
C7H8N (ωB97M-V/def2-TZVPD)
N -1.024 1.478 0.563
C 2.588 1.019 0.054
C -0.866 -0.068 -1.154
C -0.295 -0.683 0.164
C -0.479 0.433 1.247
C 1.112 -1.129 0.179
C -1.234 1.262 -0.644
C 1.970 0.020 -0.060
H 0.027 0.097 -1.925
H -0.819 -1.680 0.304
H 1.323 -1.793 -0.562
H -1.688 -0.543 -1.670
H -1.052 0.092 2.161
H 1.361 -1.572 1.171
H -1.411 2.090 -1.318
H 0.487 0.975 1.488
```

Total charge = +1
Total energy = -8862.70242 eV
E_HOMO (spin up / spin down) = -14.477 / -14.929 eV
Strongest force on any atom = 4.31 eV/Å
E_LUMO (spin up / spin down) = -6.493 / -8.961 eV
Energy relative to the best compared isomer or geometry (same formula, charge and spin) = 133.0 kcal/mol

Which charges does Löwdin predict for the atoms? In e, they are: atom 1 (N): 0.269, atom 2 (C): 0.283, atom 3 (C): -0.042, atom 4 (C): -0.253, atom 5 (C): -0.116, atom 6 (C): -0.178, atom 7 (C): -0.025, atom 8 (C): -0.204, atom 9 (H): 0.192, atom 10 (H): 0.179, atom 11 (H): 0.106, atom 12 (H): 0.134, atom 13 (H): 0.172, atom 14 (H): 0.166, atom 15 (H): 0.166, atom 16 (H): 0.151


Formula: C7H8N2
Source: the Open Molecules 2025 dataset
Level of theory: ωB97M-V/def2-TZVPD

```
17
C7H8N2 (ωB97M-V/def2-TZVPD)
N 2.298 -1.681 0.560
N -1.053 -1.410 0.084
C 1.178 1.929 -0.248
C 1.426 -1.290 -0.074
C 0.119 -1.236 -0.847
C -1.604 -0.279 1.040
C 0.326 1.145 0.594
C 1.559 2.419 -1.297
C -1.041 0.925 0.378
H -2.665 -0.230 1.145
H 2.173 2.691 -2.040
H -1.127 -0.478 2.102
H 0.737 0.563 1.373
H 0.184 -0.083 -1.194
H -1.176 -2.307 0.448
H -1.496 1.316 -0.463
H 0.161 -1.992 -1.560
```

SMILES = C#C/C=C/CNCC#N
Total energy = -10363.58593 eV
E_HOMO = -9.102 eV
Strongest force on any atom = 5.50 eV/Å
E_LUMO = 0.123 eV
Energy relative to the best compared isomer or geometry (same formula, charge and spin) = 106.0 kcal/mol

Which charges does Löwdin predict for the atoms? In e, they are: atom 1 (N): 0.142, atom 2 (N): -0.047, atom 3 (C): -0.109, atom 4 (C): -0.239, atom 5 (C): -0.168, atom 6 (C): -0.150, atom 7 (C): -0.167, atom 8 (C): 0.151, atom 9 (C): -0.093, atom 10 (H): 0.086, atom 11 (H): -0.008, atom 12 (H): 0.144, atom 13 (H): 0.080, atom 14 (H): 0.128, atom 15 (H): 0.069, atom 16 (H): 0.094, atom 17 (H): 0.087


Formula: C7H8N2
Source: the Open Molecules 2025 dataset
Level of theory: ωB97M-V/def2-TZVPD

```
17
C7H8N2 (ωB97M-V/def2-TZVPD)
N 1.446 -1.278 0.504
N -0.219 -0.222 -0.101
C -0.694 -1.407 0.317
C 1.120 -0.211 -0.066
C 1.774 2.109 -0.729
C 0.336 -2.089 0.820
C -1.568 0.459 -0.310
C 2.023 0.909 -0.148
C -2.156 -0.953 0.166
H -2.692 -1.417 -0.654
H 2.676 2.799 -0.631
H -1.802 0.840 -1.314
H 3.074 0.780 0.228
H 0.484 -3.072 1.346
H -1.907 1.117 0.441
H -2.610 -0.806 1.140
H 0.714 2.441 -1.008
```

SMILES = C=Cc1ncc2n1CC2
Total energy = -10365.79962 eV
E_HOMO = -8.372 eV
Strongest force on any atom = 5.94 eV/Å
E_LUMO = 0.849 eV
Energy relative to the best compared isomer or geometry (same formula, charge and spin) = 55.0 kcal/mol

Which charges does Löwdin predict for the atoms? In e, they are: atom 1 (N): 0.093, atom 2 (N): 0.020, atom 3 (C): -0.239, atom 4 (C): -0.398, atom 5 (C): -0.006, atom 6 (C): -0.054, atom 7 (C): -0.034, atom 8 (C): -0.116, atom 9 (C): -0.043, atom 10 (H): 0.100, atom 11 (H): 0.069, atom 12 (H): 0.113, atom 13 (H): 0.117, atom 14 (H): 0.115, atom 15 (H): 0.086, atom 16 (H): 0.103, atom 17 (H): 0.073


Formula: C7H8N2
Source: the Open Molecules 2025 dataset
Level of theory: ωB97M-V/def2-TZVPD

```
17
C7H8N2 (ωB97M-V/def2-TZVPD)
N 0.158 1.259 0.147
N -0.608 -2.622 0.606
C -0.979 -0.586 -0.896
C 3.697 0.020 -0.111
C 1.276 0.762 0.098
C -0.811 -1.685 -0.159
C 2.499 0.387 0.018
C -2.143 1.041 0.647
C -1.029 0.907 -0.483
H -1.035 1.677 -1.279
H -2.119 2.135 0.940
H -1.258 -3.124 1.174
H 4.578 0.570 0.410
H -2.969 0.681 0.140
H 3.760 -0.833 -0.818
H -1.141 -0.964 -1.954
H -1.875 0.375 1.520
```

SMILES = C=C=C=N[C@H](C)C=C=N
Total energy = -10363.47104 eV
E_HOMO = -8.126 eV
Strongest force on any atom = 4.29 eV/Å
E_LUMO = 0.466 eV
Energy relative to the best compared isomer or geometry (same formula, charge and spin) = 108.7 kcal/mol

Which charges does Löwdin predict for the atoms? In e, they are: atom 1 (N): 0.058, atom 2 (N): 0.154, atom 3 (C): -0.084, atom 4 (C): -0.022, atom 5 (C): -0.097, atom 6 (C): -0.194, atom 7 (C): -0.125, atom 8 (C): -0.045, atom 9 (C): -0.379, atom 10 (H): 0.154, atom 11 (H): 0.093, atom 12 (H): 0.062, atom 13 (H): 0.100, atom 14 (H): 0.034, atom 15 (H): 0.074, atom 16 (H): 0.118, atom 17 (H): 0.096


Formula: C7H8N2OS
Source: the Open Molecules 2025 dataset
Level of theory: ωB97M-V/def2-TZVPD

```
19
C7H8N2OS (ωB97M-V/def2-TZVPD)
S 0.447 -1.286 1.958
O -1.394 -0.452 2.348
N -2.130 1.384 1.061
N 0.264 -1.725 -0.581
C -0.026 -2.824 0.004
C -1.727 0.529 1.746
C 0.957 0.520 -0.119
C 0.796 1.021 -1.516
C -0.044 -2.799 1.404
C 0.108 2.374 -1.256
C 0.480 -0.663 0.206
H 0.686 3.190 -0.911
H -0.294 2.820 -2.044
H -0.121 -3.506 2.139
H 0.071 0.522 -2.175
H -0.274 -3.780 -0.452
H -0.791 2.372 -0.590
H 1.774 1.213 -1.889
H 1.218 1.090 0.666
```

Total energy = -23247.11865 eV
E_HOMO (spin up / spin down) = -8.823 / -8.825 eV
Strongest force on any atom = 4.79 eV/Å
E_LUMO (spin up / spin down) = -1.701 / -1.700 eV
Energy relative to the best compared isomer or geometry (same formula, charge and spin) = 101.5 kcal/mol

Which charges does Löwdin predict for the atoms? In e, they are: atom 1 (S): 1.224, atom 2 (O): -0.174, atom 3 (N): 0.122, atom 4 (N): 0.058, atom 5 (C): -0.212, atom 6 (C): -0.597, atom 7 (C): -0.037, atom 8 (C): -0.153, atom 9 (C): -0.309, atom 10 (C): -0.108, atom 11 (C): -0.458, atom 12 (H): 0.069, atom 13 (H): 0.020, atom 14 (H): 0.036, atom 15 (H): 0.131, atom 16 (H): 0.124, atom 17 (H): 0.066, atom 18 (H): 0.109, atom 19 (H): 0.090


Formula: C7H8N4O3
Source: the Open Molecules 2025 dataset
Level of theory: ωB97M-V/def2-TZVPD

```
22
C7H8N4O3 (ωB97M-V/def2-TZVPD)
O -1.786 0.353 -2.875
O 1.257 0.460 -2.326
O 0.446 -1.656 -1.946
N 1.459 -0.358 0.669
N -1.666 0.494 -0.601
N -0.705 0.286 0.413
N 2.681 -0.428 0.236
C 3.409 -0.749 1.324
C 0.369 -0.058 -0.129
C 2.585 -0.868 2.467
C -2.959 0.952 -0.253
C 0.389 -0.297 -1.628
C -1.121 0.237 -1.842
C 1.302 -0.571 1.989
H 4.487 -0.856 1.292
H -0.064 -1.829 -2.668
H -2.958 2.031 -0.188
H 0.425 -0.434 2.452
H 2.156 0.103 -2.251
H -3.654 0.357 -0.884
H -3.065 0.818 0.801
H 2.710 -1.319 3.433
```

Spin multiplicity = 3
Expectation value of S² = 2.015
Total energy = -19485.82120 eV
E_HOMO (spin up / spin down) = -5.725 / -9.594 eV
Strongest force on any atom = 11.25 eV/Å
E_LUMO (spin up / spin down) = 0.699 / -2.941 eV
Energy relative to the best compared isomer or geometry (same formula, charge and spin) = 0.0 kcal/mol

Which charges does Löwdin predict for the atoms? In e, they are: atom 1 (O): 0.098, atom 2 (O): 0.086, atom 3 (O): 0.106, atom 4 (N): -0.091, atom 5 (N): -0.037, atom 6 (N): 0.169, atom 7 (N): 0.091, atom 8 (C): -0.117, atom 9 (C): -0.220, atom 10 (C): -0.042, atom 11 (C): 0.002, atom 12 (C): -0.470, atom 13 (C): -0.286, atom 14 (C): -0.040, atom 15 (H): 0.102, atom 16 (H): 0.053, atom 17 (H): 0.106, atom 18 (H): 0.073, atom 19 (H): 0.117, atom 20 (H): 0.126, atom 21 (H): 0.084, atom 22 (H): 0.089